(1)
{
  "formula": "C41H70ClF5NO4SSi",
  "method": "the ωB97M-V functional and the def2-TZVPD basis",
  "elements": ["C", "C", "C", "C", "C", "C", "C", "C", "C", "C", "C", "C", "Cl", "C", "S", "C", "C", "C", "C", "F", "C", "F", "F", "N", "C", "F", "F", "C", "C", "Si", "C", "C", "C", "C", "C", "C", "C", "C", "H", "H", "H", "H", "H", "H", "H", "H", "H", "H", "H", "H", "H", "H", "H", "H", "H", "H", "H", "H", "H", "H", "H", "H", "H", "H", "H", "H", "H", "H", "H", "H", "H", "H", "H", "H", "H", "H", "H", "H", "H", "H", "H", "H", "H", "H", "C", "C", "O", "C", "H", "H", "H", "H", "H", "H", "C", "C", "O", "C", "H", "H", "H", "H", "H", "H", "C", "C", "O", "C", "H", "H", "H", "H", "H", "H", "C", "C", "O", "C", "H", "H", "H", "H", "H", "H"],
  "xyz": [[7.92, 1.62, 1.12], [8.12, 0.96, -0.37], [6.83, 0.12, -0.94], [5.37, 0.73, -0.49], [4.59, -0.34, 0.50], [4.67, 0.03, 2.10], [3.51, -0.74, 3.01], [2.07, 0.11, 2.90], [1.06, -0.58, 3.99], [-0.44, -0.92, 3.43], [-0.50, -1.62, 1.95], [-0.71, -3.24, 2.28], [0.44, -4.03, 1.00], [-2.31, -3.59, 2.11], [-3.26, -3.51, 3.73], [-2.75, -2.54, 0.93], [-2.60, -3.34, -0.49], [-3.75, -2.90, -1.61], [-2.97, -2.27, -2.92], [-1.67, -2.83, -3.45], [-3.50, -1.09, -3.70], [-2.55, 0.03, -4.06], [-4.93, -0.98, -4.12], [-1.83, -1.35, 1.21], [-1.82, -0.23, 0.16], [-3.23, 0.05, -0.26], [-0.96, -0.68, -0.99], [-1.08, 1.14, 0.75], [-1.38, 2.49, -0.13], [-2.56, 3.77, 0.76], [-1.40, 5.10, 1.57], [-3.65, 2.98, 2.14], [-3.67, 4.50, -0.68], [-5.29, 4.27, -0.69], [-6.15, 4.87, -1.96], [-5.33, 5.67, -3.16], [-3.70, 5.92, -3.12], [-2.82, 5.32, -1.86], [8.98, 2.00, 1.47], [7.27, 2.60, 0.97], [7.41, 0.91, 1.91], [8.50, 1.77, -1.13], [9.01, 0.17, -0.26], [6.89, 0.19, -2.13], [6.96, -1.02, -0.68], [5.40, 1.83, -0.07], [4.71, 0.78, -1.48], [5.09, -1.41, 0.38], [3.49, -0.45, 0.09], [4.62, 1.21, 2.23], [5.72, -0.33, 2.49], [3.79, -0.80, 4.15], [3.34, -1.78, 2.50], [1.73, 0.05, 1.78], [2.31, 1.24, 3.13], [0.92, 0.22, 4.86], [1.61, -1.49, 4.52], [-0.89, -1.72, 4.19], [-1.15, 0.03, 3.55], [0.47, -1.66, 1.28], [-0.23, -3.64, 3.27], [-2.33, -4.74, 1.87], [-4.43, -2.77, 3.51], [-3.83, -2.15, 1.20], [-2.85, -4.48, -0.24], [-1.52, -3.34, -0.94], [-4.49, -2.16, -1.10], [-4.37, -3.84, -1.95], [-2.37, -0.86, 1.99], [-1.39, 1.38, 1.86], [0.08, 0.92, 0.66], [-0.37, 3.06, -0.41], [-1.91, 2.15, -1.12], [-1.09, 5.95, 0.81], [-0.47, 4.50, 2.00], [-1.92, 5.59, 2.53], [-2.98, 2.44, 2.96], [-4.24, 3.82, 2.74], [-4.41, 2.21, 1.67], [-5.76, 3.66, 0.20], [-7.31, 4.68, -1.97], [-5.93, 6.08, -4.09], [-3.09, 6.47, -3.96], [-1.64, 5.43, -1.77], [8.45, 4.66, 3.70], [7.82, 5.56, 2.67], [7.89, 5.30, 1.47], [7.10, 6.78, 3.17], [8.94, 3.82, 3.20], [9.21, 5.22, 4.26], [7.69, 4.28, 4.38], [7.80, 7.43, 3.70], [6.27, 6.49, 3.82], [6.69, 7.33, 2.31], [-8.40, -2.07, -7.64], [-8.31, -1.02, -6.56], [-9.30, -0.67, -5.92], [-6.95, -0.43, -6.28], [-9.44, -2.40, -7.73], [-8.09, -1.64, -8.60], [-7.78, -2.93, -7.38], [-6.57, 0.07, -7.18], [-6.26, -1.22, -5.97], [-7.03, 0.31, -5.48], [5.47, -2.32, 6.24], [6.33, -2.61, 5.04], [6.49, -1.77, 4.16], [7.00, -3.95, 4.97], [5.05, -1.31, 6.16], [4.65, -3.04, 6.28], [6.07, -2.38, 7.16], [6.25, -4.74, 4.95], [7.67, -4.08, 5.83], [7.59, -4.02, 4.05], [-4.55, -6.26, -6.75], [-5.88, -5.55, -6.67], [-6.15, -4.62, -7.42], [-6.86, -6.03, -5.63], [-3.95, -5.81, -7.54], [-4.02, -6.16, -5.80], [-4.71, -7.32, -6.99], [-6.42, -5.92, -4.63], [-7.12, -7.08, -5.82], [-7.77, -5.43, -5.69]],
  "mulliken_charge": [-0.416, -0.601, -0.597, -0.431, -0.297, -0.139, -0.277, 0.399, -0.918, -0.641, -0.313, -0.110, -0.145, -0.062, -0.208, -0.458, -0.855, -0.448, 0.318, -0.326, 0.197, -0.223, -0.170, -0.209, 0.526, -0.367, -0.365, 0.450, -0.504, 0.155, -0.891, -0.872, 0.388, -0.185, -0.427, -0.338, -0.418, -0.231, 0.301, 0.087, 0.044, 0.275, 0.272, 0.272, 0.294, 0.214, 0.353, 0.309, -0.069, 0.329, -0.185, -0.059, 0.188, -0.587, 0.479, 0.291, 0.315, 0.422, 0.206, 0.360, 0.516, 0.456, 0.186, 0.479, 0.334, 0.409, 0.304, 0.371, 0.719, -0.338, -0.090, 0.350, 0.365, 0.281, 0.264, 0.289, 0.204, 0.354, 0.196, 0.183, 0.289, 0.302, 0.281, 0.191, -0.902, 0.837, -0.557, -1.109, 0.128, 0.370, 0.291, 0.331, 0.312, 0.300, -0.682, 0.807, -0.584, -0.893, 0.287, 0.336, -0.008, 0.377, 0.154, 0.260, -1.098, 0.855, -0.511, -1.175, 0.260, 0.286, 0.391, 0.337, 0.347, 0.300, -1.097, 0.834, -0.556, -1.008, 0.293, 0.298, 0.343, 0.263, 0.336, 0.251],
  "homo_ev": -10.34,
  "lumo_energy_ev": -2.95,
  "max_force_ev_per_a": 5.73,
  "charge": 1,
  "e_above_lowest_kcal_mol": 461.43,
  "gap_ev": 7.387
}

(2)
{
  "formula": "C41H73BEuN6O2P",
  "method": "the ωB97M-V functional and the def2-TZVPD basis",
  "elements": ["Eu", "C", "C", "C", "C", "C", "C", "C", "C", "C", "N", "N", "B", "N", "N", "C", "C", "C", "C", "C", "C", "C", "C", "C", "N", "N", "C", "C", "C", "C", "C", "C", "C", "C", "C", "H", "H", "H", "H", "H", "H", "H", "H", "H", "H", "H", "H", "H", "H", "H", "H", "H", "H", "H", "H", "H", "H", "H", "H", "H", "H", "H", "H", "H", "H", "H", "H", "H", "H", "H", "H", "H", "H", "H", "H", "H", "H", "H", "H", "H", "H", "O", "H", "H", "O", "H", "H", "C", "C", "C", "C", "P", "C", "C", "C", "C", "C", "C", "C", "C", "C", "C", "H", "H", "H", "H", "H", "H", "H", "H", "H", "H", "H", "H", "H", "H", "H", "H", "H", "H", "H", "H", "H", "H", "H"],
  "xyz": [[-18.69, 3.06, 0.69], [-18.49, 0.20, 4.58], [-17.21, 0.88, 4.10], [-17.22, 2.41, 4.31], [-16.95, 0.51, 2.62], [-15.83, -0.15, 2.08], [-16.20, -0.37, 0.76], [-15.34, -0.96, -0.32], [-14.61, -2.22, 0.10], [-14.44, 0.10, -0.95], [-17.43, 0.18, 0.48], [-17.91, 0.71, 1.70], [-18.23, -0.02, -0.85], [-17.63, 1.01, -1.89], [-17.57, 2.32, -1.62], [-16.92, 2.90, -2.62], [-16.57, 1.92, -3.55], [-17.05, 0.73, -3.07], [-17.12, -0.64, -3.76], [-18.50, -0.84, -4.38], [-15.96, -0.90, -4.67], [-16.86, 4.42, -2.65], [-18.26, 4.97, -2.42], [-16.21, 4.90, -3.95], [-19.67, 0.25, -0.57], [-20.22, 1.51, -0.73], [-21.55, 1.48, -0.59], [-21.87, 0.13, -0.33], [-20.68, -0.62, -0.31], [-20.51, -2.07, -0.02], [-19.97, -3.04, -1.07], [-19.65, -2.31, 1.20], [-22.39, 2.70, -0.67], [-21.59, 3.98, -1.03], [-23.50, 2.53, -1.73], [-18.50, 0.28, 5.66], [-19.40, 0.69, 4.17], [-18.52, -0.83, 4.24], [-16.36, 0.43, 4.61], [-18.16, 2.77, 3.82], [-17.23, 2.72, 5.34], [-16.43, 2.86, 3.75], [-14.99, -0.56, 2.62], [-16.06, -1.36, -1.05], [-13.93, -2.13, 0.96], [-15.34, -2.94, 0.47], [-14.06, -2.69, -0.70], [-13.52, 0.31, -0.34], [-13.95, -0.21, -1.93], [-14.96, 1.04, -1.11], [-17.98, -1.13, -1.16], [-16.00, 2.11, -4.38], [-17.09, -1.33, -2.91], [-18.75, -0.28, -5.31], [-18.61, -1.88, -4.51], [-19.19, -0.71, -3.57], [-16.00, -0.37, -5.63], [-15.04, -0.59, -4.22], [-15.96, -1.97, -4.76], [-16.21, 4.76, -1.78], [-18.94, 4.38, -3.09], [-18.58, 4.72, -1.44], [-18.29, 6.05, -2.56], [-16.63, 4.41, -4.81], [-16.39, 5.94, -4.14], [-15.15, 4.67, -3.96], [-22.86, -0.31, -0.05], [-21.49, -2.42, 0.27], [-19.00, -2.79, -1.34], [-19.84, -4.02, -0.58], [-20.61, -3.10, -1.93], [-18.59, -2.25, 1.04], [-19.86, -1.67, 2.08], [-19.86, -3.31, 1.67], [-22.81, 2.92, 0.27], [-21.30, 3.93, -2.09], [-22.28, 4.86, -0.93], [-20.77, 4.26, -0.35], [-23.04, 2.47, -2.78], [-24.09, 1.67, -1.43], [-24.11, 3.47, -1.72], [-20.64, 2.10, 2.18], [-20.62, 1.14, 1.97], [-21.34, 2.26, 2.82], [-16.08, 2.91, 0.82], [-15.86, 2.57, -0.06], [-15.57, 2.30, 1.36], [-20.22, 7.79, -0.46], [-19.00, 8.19, 0.41], [-17.81, 8.29, -0.65], [-19.30, 9.47, 1.11], [-18.56, 6.62, 1.47], [-19.82, 6.87, 2.83], [-20.83, 5.93, 2.83], [-21.89, 5.99, 3.71], [-21.97, 7.01, 4.66], [-20.96, 7.99, 4.59], [-19.92, 7.93, 3.70], [-16.93, 6.78, 2.34], [-16.47, 8.19, 2.90], [-15.79, 6.20, 1.48], [-17.10, 5.88, 3.56], [-20.45, 8.65, -1.06], [-21.24, 7.57, 0.04], [-19.80, 7.00, -1.10], [-18.19, 8.93, -1.45], [-17.55, 7.27, -0.98], [-16.92, 8.76, -0.21], [-19.28, 10.23, 0.36], [-18.47, 9.74, 1.76], [-20.23, 9.51, 1.63], [-20.80, 5.13, 2.10], [-22.71, 5.22, 3.58], [-22.73, 6.98, 5.40], [-21.02, 8.77, 5.37], [-19.29, 8.82, 3.70], [-16.21, 8.86, 2.11], [-15.61, 7.99, 3.56], [-17.18, 8.76, 3.54], [-15.72, 6.71, 0.51], [-16.04, 5.16, 1.27], [-14.86, 6.23, 2.03], [-17.61, 6.44, 4.34], [-16.14, 5.60, 3.94], [-17.71, 5.01, 3.34]],
  "mulliken_spin": [6.967, 0.001, -0.008, 0.012, 0.002, -0.006, 0.006, -0.001, 0.000, 0.000, -0.005, 0.017, -0.037, -0.010, -0.012, -0.002, 0.000, 0.001, -0.002, 0.000, 0.000, 0.005, 0.006, 0.000, -0.005, 0.016, 0.003, -0.005, 0.005, -0.001, 0.000, 0.000, -0.007, -0.011, 0.000, 0.000, 0.000, 0.000, 0.000, 0.005, 0.000, -0.005, 0.000, 0.000, 0.000, 0.000, 0.000, 0.000, 0.000, 0.000, -0.001, 0.000, 0.000, 0.000, 0.000, 0.000, 0.000, 0.000, 0.000, -0.002, 0.000, 0.016, 0.000, 0.000, 0.000, 0.000, 0.000, 0.000, 0.000, 0.000, 0.000, 0.000, 0.000, 0.000, 0.002, 0.001, 0.000, 0.023, 0.000, 0.000, 0.000, 0.000, 0.001, 0.002, 0.004, -0.001, 0.002, 0.002, 0.003, 0.002, 0.000, 0.030, -0.012, 0.002, 0.001, 0.000, 0.000, -0.002, -0.014, -0.001, -0.008, 0.002, 0.000, 0.000, 0.000, 0.000, 0.001, 0.000, 0.000, 0.000, 0.000, 0.011, 0.000, 0.000, 0.000, 0.000, 0.000, 0.000, 0.000, 0.000, 0.009, 0.000, 0.000, 0.000, 0.000],
  "spin_multiplicity": 8,
  "homo_ev": [-10.47, -11.10],
  "lumo_energy_ev": [-1.92, -1.92],
  "max_force_ev_per_a": 3.57,
  "charge": 1,
  "e_above_lowest_kcal_mol": 0.00,
  "gap_ev": [8.551, 9.183]
}

(3)
{
  "formula": "C41H76Cl4O30",
  "method": "the ωB97M-V functional and the def2-TZVPD basis",
  "elements": ["C", "C", "O", "C", "O", "O", "C", "H", "H", "H", "H", "H", "H", "H", "H", "C", "C", "O", "C", "O", "O", "C", "H", "H", "H", "H", "H", "H", "H", "H", "C", "C", "O", "C", "O", "O", "C", "H", "H", "H", "H", "H", "H", "H", "H", "C", "C", "O", "C", "O", "O", "C", "H", "H", "H", "H", "H", "H", "H", "H", "C", "C", "O", "C", "O", "O", "C", "H", "H", "H", "H", "H", "H", "H", "H", "C", "C", "O", "C", "O", "O", "C", "H", "H", "H", "H", "H", "H", "H", "H", "C", "C", "O", "C", "O", "O", "C", "H", "H", "H", "H", "H", "H", "H", "H", "O", "C", "O", "C", "C", "O", "H", "H", "H", "H", "O", "C", "O", "C", "C", "O", "H", "H", "H", "H", "O", "C", "O", "C", "C", "O", "H", "H", "H", "H", "Cl", "C", "C", "Cl", "H", "H", "H", "H", "Cl", "C", "C", "Cl", "H", "H", "H", "H"],
  "xyz": [[-7.19, 0.05, 1.15], [-6.31, -0.70, 2.07], [-6.01, -1.96, 1.49], [-4.99, -2.31, 0.65], [-4.77, -3.45, 0.20], [-4.38, -1.14, 0.33], [-3.13, -1.25, -0.21], [-6.92, -0.09, 0.10], [-7.09, 1.13, 1.29], [-8.25, -0.20, 1.19], [-6.78, -0.98, 3.01], [-5.38, -0.14, 2.19], [-2.90, -0.59, -1.05], [-2.78, -2.25, -0.48], [-2.45, -0.99, 0.60], [1.75, 7.70, 3.72], [1.17, 7.33, 2.35], [0.27, 6.21, 2.35], [0.30, 5.28, 1.42], [0.88, 5.24, 0.29], [-0.64, 4.39, 1.75], [-0.81, 3.27, 0.88], [2.24, 6.83, 4.15], [0.90, 7.86, 4.39], [2.47, 8.51, 3.67], [2.06, 7.11, 1.75], [0.67, 8.25, 2.04], [-0.06, 2.58, 1.27], [-0.59, 3.56, -0.14], [-1.74, 2.71, 1.06], [9.56, 4.16, 0.01], [9.44, 4.07, -1.50], [8.16, 4.15, -2.01], [7.35, 3.11, -1.99], [7.55, 1.91, -1.76], [6.11, 3.60, -2.38], [4.99, 2.75, -2.54], [9.36, 5.18, 0.32], [10.62, 4.02, 0.23], [8.91, 3.40, 0.44], [9.93, 3.15, -1.82], [10.03, 4.76, -2.11], [4.59, 2.41, -1.58], [5.13, 1.91, -3.22], [4.33, 3.53, -2.93], [-3.08, -1.33, 4.05], [-1.88, -1.97, 3.60], [-2.23, -3.15, 2.90], [-1.49, -3.65, 1.90], [-0.47, -3.15, 1.40], [-2.17, -4.60, 1.37], [-1.91, -5.17, 0.09], [-3.78, -0.85, 3.36], [-2.82, -0.57, 4.78], [-3.71, -2.04, 4.58], [-1.32, -2.17, 4.52], [-1.37, -1.25, 2.95], [-1.66, -4.46, -0.69], [-2.80, -5.70, -0.27], [-1.18, -5.98, 0.21], [1.20, 1.89, 8.50], [0.44, 1.09, 7.45], [1.37, 0.67, 6.51], [0.94, -0.04, 5.44], [-0.26, -0.17, 4.99], [2.06, -0.49, 4.81], [1.87, -1.04, 3.51], [1.82, 1.18, 9.05], [0.60, 2.34, 9.29], [1.93, 2.60, 8.10], [-0.34, 1.69, 6.98], [-0.09, 0.24, 7.87], [1.11, -1.82, 3.48], [2.77, -1.57, 3.19], [1.51, -0.37, 2.73], [-2.55, -2.60, -3.39], [-1.03, -2.44, -2.97], [-0.74, -1.45, -2.09], [0.57, -1.24, -1.79], [1.58, -1.95, -1.97], [0.62, -0.14, -0.98], [1.82, 0.33, -0.28], [-2.49, -3.38, -4.14], [-2.92, -1.67, -3.82], [-3.15, -3.10, -2.62], [-0.32, -2.36, -3.80], [-0.77, -3.27, -2.33], [2.58, 0.71, -0.96], [2.34, -0.37, 0.37], [1.51, 1.13, 0.40], [0.81, 4.17, 5.30], [2.07, 3.33, 4.97], [2.98, 4.11, 4.23], [3.39, 3.63, 3.04], [2.90, 2.57, 2.54], [4.26, 4.52, 2.51], [4.77, 4.30, 1.21], [0.49, 4.86, 4.52], [1.00, 4.79, 6.18], [-0.05, 3.54, 5.52], [1.72, 2.42, 4.50], [2.67, 3.01, 5.83], [5.78, 4.69, 1.11], [4.14, 4.75, 0.44], [4.87, 3.26, 0.93], [-5.43, -8.08, -2.54], [-5.60, -6.97, -3.01], [-5.36, -6.64, -4.31], [-5.72, -5.28, -4.56], [-6.40, -4.88, -3.31], [-6.16, -5.94, -2.42], [-4.85, -4.64, -4.76], [-6.50, -5.29, -5.32], [-7.48, -4.74, -3.43], [-6.05, -3.94, -2.89], [3.24, -7.91, 0.28], [2.97, -6.77, -0.15], [2.99, -5.64, 0.68], [2.74, -4.41, -0.05], [2.54, -5.08, -1.44], [2.78, -6.47, -1.33], [1.86, -3.89, 0.32], [3.63, -3.80, -0.23], [3.28, -4.68, -2.14], [1.56, -4.88, -1.88], [-5.89, -1.74, -3.95], [-6.03, -0.52, -4.22], [-5.00, 0.33, -4.20], [-5.50, 1.67, -4.45], [-6.89, 1.41, -4.97], [-7.16, 0.11, -4.53], [-5.50, 2.30, -3.57], [-4.87, 2.01, -5.28], [-7.08, 1.52, -6.04], [-7.51, 2.14, -4.44], [-2.75, -2.46, -6.70], [-2.48, -1.52, -8.22], [-3.18, -0.19, -8.26], [-2.60, 0.90, -6.93], [-2.71, -2.18, -9.05], [-1.41, -1.34, -8.23], [-4.26, -0.21, -8.11], [-2.98, 0.25, -9.24], [6.30, -2.95, -3.77], [6.24, -1.47, -2.68], [5.32, -1.73, -1.56], [5.21, -0.29, -0.52], [5.93, -0.62, -3.28], [7.25, -1.37, -2.28], [5.65, -2.54, -0.91], [4.31, -1.99, -1.87]],
  "mulliken_charge": [-1.082, -0.009, -0.338, 0.709, -0.520, -0.389, -0.081, 0.181, 0.336, 0.332, 0.374, 0.103, 0.462, -0.224, 0.085, -1.081, -0.190, -0.337, 0.934, -0.664, -0.372, -0.332, 0.202, 0.319, 0.392, 0.292, 0.300, -0.060, 0.370, 0.215, -1.001, -0.336, -0.338, 0.705, -0.551, -0.340, -0.313, 0.274, 0.373, 0.288, 0.327, 0.386, -0.019, 0.257, 0.294, -1.024, 0.236, -0.352, 0.518, -0.327, -0.333, -0.369, -0.129, 0.402, 0.362, 0.390, 0.153, -0.101, 0.213, 0.414, -1.317, -0.178, -0.289, 0.655, -0.589, -0.336, -0.254, 0.368, 0.382, 0.242, 0.229, 0.477, 0.249, 0.342, 0.039, -0.986, -0.242, -0.013, 0.722, -0.701, -0.242, 0.025, 0.285, 0.256, 0.206, 0.588, -0.110, 0.368, 0.124, -0.291, -0.865, 0.270, -0.342, 0.812, -0.594, -0.382, -0.690, 0.135, 0.309, 0.197, -0.144, 0.303, 0.373, 0.350, 0.209, -0.588, 0.686, -0.383, 0.144, 0.022, -0.361, -0.008, 0.265, 0.234, 0.010, -0.624, 0.557, -0.413, 0.770, -0.066, -0.316, -0.015, -0.202, 0.221, 0.087, -0.439, 0.590, -0.226, -0.288, -0.317, -0.371, 0.268, 0.204, 0.271, 0.282, -0.065, -0.598, -0.390, -0.188, 0.330, 0.323, 0.269, 0.344, -0.235, -0.225, -0.155, -0.062, 0.085, 0.359, 0.340, -0.063],
  "homo_ev": -10.12,
  "smiles": "CCOC(=O)OC.CCOC(=O)OC.CCOC(=O)OC.CCOC(=O)OC.CCOC(=O)OC.CCOC(=O)OC.CCOC(=O)OC.O=C1OCCO1.O=C1OCCO1.O=C1OCCO1.ClCCCl.ClCCCl",
  "lumo_energy_ev": 0.01,
  "max_force_ev_per_a": 7.94,
  "gap_ev": 10.129
}

no.,DFT total energy (eV)
1,-98127.461
2,-86030.541
3,-155260.773